ORCA calculation (ωB97M-V/def2-TZVPD) on a molecular structure, C6H18CuO14S2.

The frontier orbital gap (spin up / spin down) is 0.2071 / 0.2066 Ha. As for the net charge: -2. The spin multiplicity is 2. As for the expectation value of S²: 0.753. As for the energy relative to the best compared isomer or geometry (same formula, charge and spin): 0.00 kJ/mol. As for the total energy: -101487.896 eV.

```
41
Properties=species:S:1:pos:R:3:forces:R:3:mulliken_charge:R:1
Cu 24.3519 -6.5877 8.1504 0.2 -0.3 2.3 0.255
S 22.7615 -5.1567 10.7386 -0.7 0.2 0.7 1.204
O 21.8365 -4.0040 10.5776 0.3 -0.1 -0.1 -0.763
O 23.3665 -5.2884 9.3139 1.2 -0.5 -1.2 -0.326
O 23.8533 -4.8882 11.6651 -0.3 0.1 -0.2 -0.681
O 22.0187 -6.3869 11.0332 0.1 0.2 -0.3 -0.740
S 26.0324 -8.5446 10.4522 -0.3 -0.3 0.3 1.311
O 26.8552 -9.7034 10.0141 0.2 0.1 -0.5 -0.798
O 24.8837 -8.9824 11.2318 0.2 0.1 0.1 -0.690
O 26.8644 -7.5146 11.0849 0.1 -0.2 0.0 -0.757
O 25.5251 -7.9373 9.1281 -1.0 0.4 -1.1 -0.307
C 22.4599 -4.3753 6.9892 -1.0 0.0 0.4 -0.307
C 22.6918 -2.9683 7.5621 -0.9 0.4 -1.2 -0.545
O 23.9780 -2.7296 8.0184 0.4 0.0 0.4 -0.634
O 23.6751 -5.0630 6.6795 -0.3 -0.2 -0.1 -0.261
H 21.8052 -4.3386 6.1071 0.3 0.2 -0.2 0.554
H 21.8802 -4.9301 7.7229 0.5 -0.3 0.1 -0.015
H 21.8638 -2.7677 8.2534 0.5 -0.2 0.6 0.237
H 22.5110 -2.2452 6.7498 0.3 0.0 0.0 0.417
H 24.1878 -3.4077 8.6882 -0.4 -0.1 0.1 0.327
H 23.7697 -5.0528 5.7263 0.3 -0.2 0.0 0.193
C 22.3607 -8.8427 7.3784 -1.7 0.0 -0.6 -0.525
C 23.6474 -9.2297 6.6477 1.4 1.4 0.5 -0.471
O 24.4996 -8.0719 6.5211 -1.2 1.1 0.0 -0.396
O 22.3996 -7.7141 8.2294 1.0 -0.6 -0.6 -0.209
H 21.9808 -9.7148 7.9234 0.3 -0.1 0.1 0.279
H 21.6037 -8.6433 6.5994 0.1 0.0 0.0 0.391
H 23.4230 -9.4860 5.6129 -0.2 -0.9 0.2 0.360
H 24.2169 -9.9481 7.2381 -0.1 -0.4 -0.3 0.329
H 25.2805 -8.1774 5.9685 0.3 -0.5 0.5 0.234
H 21.5183 -7.3571 8.3726 0.1 0.1 0.4 0.228
C 28.1320 -7.3158 6.9767 -0.8 -0.3 0.6 -0.525
C 27.6070 -6.4523 8.1024 0.6 0.1 0.6 -0.093
O 26.3757 -5.7720 7.8004 0.9 0.0 -0.5 -0.230
O 27.2743 -8.4445 6.7776 0.4 0.1 -0.5 -0.538
H 29.1058 -7.7071 7.2900 0.3 0.4 -0.3 0.303
H 28.1543 -6.7339 6.0515 0.3 -0.3 -0.2 0.297
H 28.3259 -5.6754 8.3945 0.2 -0.1 -0.2 0.437
H 27.4995 -7.0787 8.9819 -0.4 0.2 0.2 -0.071
H 26.6957 -4.9120 7.5183 -0.8 0.3 -0.1 0.255
H 27.2292 -8.9149 7.6308 -0.4 0.2 0.2 0.273
```
Forces are in eV/Å.